Formula: C54H136F6N9O12S2
Source: the OMol25 dataset
Level of theory: ωB97M-V/def2-TZVPD

The geometry in XYZ format:
```
219
C54H136F6N9O12S2 | the OMol25 dataset | ωB97M-V/def2-TZVPD
C 1.587 1.058 1.942
F 2.391 0.865 0.947
F 1.730 0.122 2.911
F 1.779 2.231 2.536
S -0.299 0.994 1.320
O -1.123 1.279 2.501
O -0.371 2.109 0.361
N -0.553 -0.670 0.637
S -0.579 -0.656 -0.890
O -1.784 -0.081 -1.464
O 0.634 -0.229 -1.543
C -0.774 -2.514 -1.267
F -1.018 -2.755 -2.482
F 0.363 -3.167 -0.960
F -1.770 -3.026 -0.464
C -7.869 -2.868 -4.129
C -8.032 -3.766 -2.862
N -8.730 -3.104 -1.615
C -7.913 -1.815 -1.181
C -10.293 -2.799 -1.932
C -11.085 -4.079 -2.541
C -8.733 -4.153 -0.464
C -7.460 -4.949 -0.035
O -6.436 -3.960 0.007
C -5.142 -4.511 -0.041
H -7.209 -3.301 -4.880
H -7.395 -1.889 -4.066
H -8.850 -2.832 -4.603
H -7.069 -3.878 -2.363
H -8.270 -4.809 -3.071
H -6.848 -2.036 -1.249
H -8.217 -1.588 -0.159
H -8.183 -0.894 -1.697
H -10.134 -2.078 -2.735
H -10.602 -2.356 -0.985
H -11.315 -4.815 -1.770
H -10.623 -4.456 -3.454
H -12.121 -3.831 -2.772
H -9.565 -4.854 -0.524
H -8.921 -3.546 0.422
H -7.350 -5.747 -0.769
H -7.625 -5.260 0.997
H -4.902 -4.740 -1.080
H -4.845 -5.313 0.634
H -4.432 -3.731 0.234
C 1.777 -3.886 -5.420
C 2.208 -4.574 -4.100
N 1.646 -5.980 -3.869
C 0.125 -5.912 -4.182
C 2.409 -6.959 -4.888
C 1.938 -8.426 -4.874
C 1.762 -6.371 -2.379
C 3.211 -6.414 -1.880
O 3.958 -7.573 -2.388
C 5.089 -7.916 -1.627
H 0.822 -3.405 -5.212
H 1.727 -4.288 -6.432
H 2.459 -3.036 -5.432
H 1.795 -4.007 -3.266
H 3.291 -4.683 -4.057
H -0.147 -4.902 -3.878
H -0.330 -6.640 -3.511
H -0.184 -6.169 -5.196
H 3.465 -6.845 -4.641
H 2.226 -6.572 -5.891
H 2.617 -8.992 -5.512
H 0.926 -8.546 -5.260
H 2.085 -8.852 -3.881
H 1.422 -7.405 -2.323
H 1.228 -5.707 -1.699
H 3.253 -6.443 -0.791
H 3.825 -5.561 -2.172
H 5.671 -6.995 -1.604
H 5.757 -8.661 -2.059
H 4.836 -8.279 -0.630
C 2.955 0.127 5.853
C 3.147 1.539 5.361
N 3.516 2.548 6.475
C 4.829 2.089 7.126
C 3.683 3.908 5.716
C 4.861 3.881 4.661
C 2.409 2.701 7.600
C 2.595 3.898 8.544
O 2.025 5.120 8.070
C 1.599 6.017 9.085
H 2.569 -0.573 5.112
H 2.277 0.108 6.706
H 3.910 -0.191 6.272
H 2.304 2.015 4.860
H 4.078 1.630 4.802
H 5.500 1.738 6.342
H 4.716 1.225 7.780
H 5.178 2.861 7.812
H 3.977 4.609 6.497
H 2.684 4.086 5.319
H 4.543 3.582 3.662
H 5.771 3.324 4.884
H 5.216 4.908 4.747
H 2.603 1.714 8.020
H 1.405 2.713 7.174
H 3.658 4.053 8.725
H 2.066 3.565 9.437
H 1.173 6.936 8.686
H 2.308 6.122 9.907
H 0.658 5.655 9.499
C 4.924 -1.280 -2.646
C 4.949 -0.179 -1.481
N 6.216 -0.126 -0.558
C 7.464 0.279 -1.454
C 6.042 0.985 0.539
C 5.857 2.508 0.114
C 6.822 -1.413 0.206
C 5.900 -2.051 1.245
O 4.644 -2.477 0.827
C 4.140 -3.689 1.531
H 3.937 -1.279 -3.109
H 5.054 -2.255 -2.176
H 5.626 -1.239 -3.478
H 4.127 -0.333 -0.782
H 4.911 0.803 -1.953
H 7.312 1.190 -2.032
H 7.784 -0.585 -2.037
H 8.183 0.572 -0.689
H 6.814 0.807 1.289
H 5.075 0.707 0.959
H 6.785 2.841 -0.350
H 5.726 3.078 1.034
H 5.042 2.693 -0.585
H 7.797 -1.235 0.661
H 6.927 -2.199 -0.541
H 5.808 -1.290 2.020
H 6.362 -2.945 1.663
H 3.247 -4.128 1.087
H 4.062 -3.477 2.598
H 4.868 -4.478 1.340
C 5.304 7.188 -3.470
C 4.262 6.639 -2.393
N 2.878 6.250 -3.012
C 3.100 5.203 -4.116
C 2.069 5.635 -1.833
C 2.496 4.074 -1.576
C 2.175 7.489 -3.637
C 1.525 8.556 -2.590
O 2.541 9.264 -1.884
C 2.773 10.556 -2.347
H 5.551 6.565 -4.330
H 6.259 7.361 -2.973
H 4.954 8.167 -3.797
H 3.945 7.474 -1.768
H 4.638 5.772 -1.851
H 3.398 5.779 -4.993
H 2.060 4.876 -4.127
H 3.842 4.448 -3.858
H 1.029 5.671 -2.158
H 2.136 6.273 -0.952
H 2.195 3.411 -2.387
H 1.973 3.567 -0.765
H 3.569 3.911 -1.479
H 1.293 7.134 -4.169
H 2.849 8.058 -4.277
H 1.014 7.948 -1.844
H 0.745 9.057 -3.163
H 1.881 11.119 -2.622
H 3.351 10.584 -3.270
H 3.366 11.013 -1.555
C -0.259 -3.708 3.114
C -1.735 -3.426 2.860
C -2.686 -4.177 3.789
O -4.020 -3.730 3.505
C -5.015 -4.435 4.146
N -1.956 -1.881 2.825
H -2.962 -1.797 2.855
H -1.588 -1.400 3.633
H -1.551 -1.436 2.014
H 0.019 -3.345 4.104
H 0.223 -3.106 2.344
H -0.180 -4.781 2.937
H -2.039 -3.667 1.841
H -2.379 -4.089 4.831
H -2.737 -5.257 3.651
H -4.989 -5.483 3.851
H -5.937 -4.011 3.748
H -4.875 -4.462 5.227
C -4.971 2.669 -4.851
C -4.596 1.484 -3.998
C -4.295 0.182 -4.627
O -4.189 -0.958 -3.735
C -3.940 -2.219 -4.426
N -3.422 1.809 -3.020
H -3.102 0.993 -2.518
H -2.628 2.209 -3.500
H -3.663 2.349 -2.201
H -5.765 2.428 -5.558
H -4.154 2.944 -5.517
H -5.341 3.509 -4.263
H -5.511 1.379 -3.415
H -3.505 0.047 -5.366
H -5.151 0.031 -5.286
H -4.263 -3.031 -3.775
H -2.880 -2.403 -4.602
H -4.483 -2.247 -5.371
C -2.269 4.143 4.842
C -3.609 4.258 4.021
C -3.333 4.722 2.578
O -4.540 4.762 1.807
C -4.468 4.834 0.398
N -4.168 2.827 3.973
H -4.670 2.769 3.099
H -3.472 2.120 3.783
H -4.690 2.673 4.824
H -1.757 5.092 5.004
H -1.663 3.558 4.150
H -2.296 3.605 5.790
H -4.371 4.850 4.527
H -2.617 4.102 2.038
H -2.828 5.688 2.561
H -4.169 3.899 -0.076
H -3.774 5.648 0.191
H -5.486 5.103 0.116
```

The charge is +6. Its spin multiplicity is 2. The calculation puts the total energy at -4927.67884 a.u. As for the LUMO energy (spin up / spin down): -10.08 / -10.17 eV. For the HOMO-LUMO gap (spin up / spin down), the calculation gives 3.6 / 8.3 eV. The HOMO energy (spin up / spin down) is -13.716 / -18.516 eV.